(i)
Density functional theory data (ωB97M-V/def2-TZVPD) for one molecule with the formula C6H10S2.

```
18
Properties=species:S:1:pos:R:3:mulliken_charge:R:1
C -2.675 0.793 -0.946 -0.680
C -2.538 -0.124 -0.012 -0.047
C -1.361 -0.403 1.068 -0.524
C 2.004 -0.989 -0.642 -0.688
C 1.946 0.441 -0.335 0.045
C 2.463 1.057 0.787 -0.651
H -2.013 1.752 -1.073 0.153
H -3.506 0.920 -1.607 0.280
H -3.418 -0.759 0.011 0.271
H -1.944 -0.383 2.028 0.337
H -0.699 0.387 0.977 0.290
H 2.528 -1.485 0.180 0.344
H 2.481 -1.100 -1.568 0.336
H 1.133 1.061 -0.959 0.206
H 3.210 0.508 1.397 0.257
H 2.387 2.215 0.853 0.237
S -0.388 -2.048 0.867 -0.102
S 0.388 -1.844 -1.025 -0.064
```

SMILES string: C=CCSSCC=C
net charge: 0

***

(ii)
Density functional theory data (ωB97M-V/def2-TZVPD) for C6H10S2 as an isolated structure.

```
18
Properties=species:S:1:pos:R:3:mulliken_charge:R:1
C -2.473 -0.653 -1.029 -0.488
C -1.569 0.572 -1.213 -0.898
C -0.378 0.097 -0.393 0.895
C -1.446 -0.938 0.104 -0.622
C -0.191 1.149 0.651 -1.054
C 1.879 -0.496 0.527 -0.700
H -2.409 -1.476 -1.807 0.246
H -3.424 -0.266 -0.819 0.265
H -1.548 0.974 -2.309 0.323
H -2.139 1.535 -0.851 0.251
H -1.831 -0.759 1.139 0.262
H -1.178 -2.078 -0.083 0.269
H 0.283 2.010 0.245 0.398
H -1.185 1.457 1.205 0.378
H 2.768 0.069 0.422 0.439
H 1.834 -1.518 1.000 0.353
S 1.127 0.614 1.753 -0.164
S 0.992 -0.510 -1.129 -0.153
```

net charge: 0

***

Energy relative to the most stable one, in kJ/mol: (i) 0.0; (ii) 35.8